(1)
# C27H65Br2FNO11S8

A 9-piece molecular cluster, C27H65Br2FNO11S8 overall in a non-equilibrium geometry (ωB97M-V/def2-TZVPD, the OMol25 dataset).

Calculated values
HOMO ... -3.84 eV
Charge ... -1
E_LUMO ... 0.06454 Ha
DFT total energy ... -282534.668 eV
Orbital gap ... 0.206 hartree

Last column: Mulliken charge in e.
Element x y z (Å)
C: -1.562 -3.044 1.104  -0.577
C: -0.055 -2.424 0.940  -0.057
C: 0.441 -2.290 -0.654  -0.688
Br: 2.393 -1.899 -0.567  -0.148
C: -0.478 -1.227 -1.524  0.891
C: -1.002 0.020 -0.613  -0.374
C: 0.405 0.917 0.010  0.557
C: 0.130 2.623 0.190  -0.887
O: 1.054 1.935 -0.985  -0.446
C: 0.238 -0.604 -2.853  0.480
O: -0.199 0.571 -3.390  -0.670
O: 1.345 -1.219 -3.641  -0.783
N: -1.678 -2.025 -1.974  -0.123
Br: -1.343 -3.176 -3.405  -0.155
C: -2.870 -1.217 -2.388  -0.346
C: -4.094 -1.175 -1.246  -0.231
C: -4.444 0.356 -0.762  -0.080
F: -5.941 0.513 -0.716  -0.405
H: -1.992 -3.567 0.145  0.021
H: -2.256 -2.142 1.463  0.134
H: -1.548 -3.816 2.013  0.301
H: 0.040 -1.422 1.534  -0.188
H: 0.697 -3.205 1.430  0.493
H: 0.362 -3.413 -1.054  0.444
H: -1.659 -0.249 0.311  -0.007
H: -1.531 0.893 -1.181  0.355
H: 1.119 0.352 0.873  0.055
H: -0.697 3.112 -0.506  0.270
H: 0.895 3.215 0.859  0.128
H: -2.640 -0.151 -2.839  0.254
H: -3.374 -1.812 -3.295  0.152
H: -3.734 -1.890 -0.377  0.200
H: -5.073 -1.681 -1.691  0.208
H: -4.021 1.080 -1.591  0.164
H: -3.945 0.552 0.283  0.171
C: -1.383 3.081 4.154  -0.800
S: 0.339 2.535 4.252  0.443
O: 0.428 1.202 3.571  -0.531
C: 0.340 2.237 6.035  -0.590
H: -1.623 3.291 3.109  0.335
H: -2.046 2.297 4.527  0.237
H: -1.512 3.993 4.743  0.307
H: -0.429 1.504 6.293  -0.101
H: 0.156 3.175 6.563  0.339
H: 1.320 1.848 6.321  0.380
C: -3.486 3.195 7.855  -0.705
S: -3.057 4.942 7.662  0.374
O: -1.898 5.021 6.715  -0.555
C: -2.408 5.161 9.336  -0.939
H: -3.883 2.828 6.905  0.300
H: -2.596 2.619 8.121  0.133
H: -4.248 3.089 8.629  0.417
H: -1.585 4.465 9.512  0.291
H: -3.206 4.991 10.063  0.358
H: -2.042 6.186 9.435  0.333
C: 5.057 0.727 -2.297  -0.372
S: 5.714 -0.944 -2.078  0.505
O: 6.033 -1.117 -0.623  -0.656
C: 7.273 -0.647 -2.945  -0.781
H: 4.088 0.788 -1.796  -0.014
H: 5.739 1.458 -1.856  0.112
H: 4.925 0.932 -3.362  0.360
H: 7.819 0.168 -2.464  0.282
H: 7.070 -0.399 -3.989  0.229
H: 7.873 -1.560 -2.901  0.305
C: 5.841 3.938 0.660  -0.882
S: 4.041 4.084 0.557  0.606
O: 3.636 5.260 1.395  -0.682
C: 3.677 2.588 1.507  -0.166
H: 6.289 4.799 0.158  0.314
H: 6.157 3.925 1.706  0.319
H: 6.163 3.021 0.159  0.246
H: 4.125 2.658 2.501  0.432
H: 4.068 1.716 0.979  0.238
H: 2.593 2.495 1.604  -0.489
C: -0.294 -1.975 7.756  -0.937
S: -1.829 -1.157 7.257  0.523
O: -1.902 0.150 7.989  -0.599
C: -2.938 -2.313 8.096  -0.964
H: 0.549 -1.397 7.370  0.282
H: -0.231 -2.021 8.846  0.324
H: -0.263 -2.982 7.335  0.369
H: -2.714 -2.338 9.165  0.291
H: -2.822 -3.310 7.664  0.373
H: -3.966 -1.974 7.950  0.311
C: 7.157 0.849 -7.700  -0.940
S: 7.814 -0.822 -7.481  0.460
O: 8.133 -0.995 -6.026  -0.548
C: 9.373 -0.525 -8.347  -0.946
H: 6.188 0.910 -7.198  0.318
H: 7.839 1.580 -7.259  0.297
H: 7.025 1.053 -8.765  0.382
H: 9.919 0.289 -7.866  0.295
H: 9.170 -0.277 -9.392  0.368
H: 9.973 -1.438 -8.304  0.310
C: -5.743 1.433 -5.995  -1.015
S: -5.086 -0.238 -5.775  0.303
O: -4.767 -0.411 -4.320  -0.433
C: -3.527 0.059 -6.642  -0.933
H: -6.712 1.494 -5.493  0.314
H: -5.061 2.164 -5.553  0.308
H: -5.875 1.638 -7.060  0.398
H: -2.981 0.874 -6.161  0.300
H: -3.730 0.307 -7.686  0.408
H: -2.927 -0.854 -6.599  0.308
C: -4.006 -7.276 -3.499  -1.102
S: -4.079 -5.515 -3.092  0.836
O: -4.180 -5.400 -1.600  -0.652
C: -5.730 -5.234 -3.773  -1.002
H: -3.060 -7.679 -3.128  0.324
H: -4.835 -7.805 -3.023  0.320
H: -4.051 -7.403 -4.583  0.343
H: -6.454 -5.887 -3.281  0.351
H: -5.720 -5.427 -4.848  0.347
H: -6.005 -4.191 -3.596  0.261

=====

(2)
# C27H65FN8O13S2Si2

C27H65FN8O13S2Si2 as an isolated structure in a non-equilibrium geometry (ωB97M-V/def2-TZVPD, the OMol25 dataset).

Calculated values
Relative energy (zero: lowest compared OMol25 entry of this formula, charge and spin) ... 73.4 kcal/mol
HOMO ... -8.47 eV
E_LUMO ... -0.01857 Ha
DFT total energy ... -107719.907 eV
Orbital gap ... 0.293 hartree

Last column: Mulliken charge in e.
Element x y z (Å)
C: 7.664 -3.471 3.131  -1.070
C: 6.661 -2.383 3.713  -0.060
C: 6.792 -1.081 2.835  -0.121
C: 5.484 -0.230 2.683  -0.769
N: 4.335 -0.880 2.003  0.294
C: 3.288 -1.368 2.925  -0.740
C: 1.920 -1.566 2.151  -0.602
C: 0.750 -0.714 2.780  -0.699
C: 0.339 0.547 1.912  -0.805
Si: -1.208 0.262 0.830  0.431
C: -1.195 1.541 -0.583  -0.948
C: -2.368 2.595 -0.576  0.625
C: -3.671 2.084 -1.333  -1.135
C: -2.691 3.205 0.842  -1.343
O: -2.673 0.171 1.732  -0.103
Si: -3.876 -0.818 1.035  0.581
F: -3.457 -1.320 -0.537  -0.363
C: -4.448 -2.259 2.115  -0.747
C: -5.734 -2.872 1.386  -0.564
C: -6.630 -3.707 2.374  -0.852
C: -6.144 -5.200 2.409  0.131
C: -6.645 -5.919 1.083  -0.646
N: -5.629 -5.927 0.014  -0.479
C: 4.715 -1.848 1.031  -0.096
S: 4.562 -3.502 1.188  -0.113
S: 5.392 -1.247 -0.586  -0.215
C: 7.134 -1.823 -0.775  -0.463
C: 7.456 -2.489 -2.168  -0.256
C: 8.886 -1.937 -2.632  -1.030
H: 7.934 -4.234 3.907  0.371
H: 7.219 -4.043 2.280  0.165
H: 8.598 -2.994 2.731  0.270
H: 5.640 -2.817 3.758  -0.060
H: 6.995 -2.220 4.769  0.430
H: 7.533 -0.421 3.366  0.468
H: 7.279 -1.364 1.873  -0.165
H: 5.763 0.662 2.052  0.020
H: 5.180 0.207 3.668  0.461
H: 3.541 -2.310 3.468  0.091
H: 3.175 -0.577 3.713  0.514
H: 1.669 -2.658 2.116  0.489
H: 2.073 -1.269 1.079  0.292
H: 1.076 -0.347 3.780  0.347
H: -0.129 -1.394 2.902  0.301
H: 0.291 1.496 2.509  0.425
H: 1.182 0.710 1.179  0.300
H: -1.004 -1.065 0.200  -0.203
H: -0.242 2.131 -0.472  0.337
H: -1.172 0.983 -1.550  0.456
H: -2.010 3.463 -1.196  0.413
H: -3.393 1.134 -1.869  0.301
H: -4.483 1.794 -0.623  0.144
H: -4.008 2.797 -2.119  0.243
H: -3.487 2.618 1.374  0.250
H: -1.813 3.235 1.529  0.279
H: -3.138 4.214 0.665  0.399
H: -5.055 0.052 0.834  -0.209
H: -3.710 -3.084 2.235  0.349
H: -4.790 -1.844 3.103  0.290
H: -6.358 -2.044 0.945  0.342
H: -5.343 -3.455 0.521  0.344
H: -6.533 -3.218 3.381  0.310
H: -7.709 -3.663 2.073  0.400
H: -6.537 -5.745 3.307  -0.227
H: -5.031 -5.288 2.454  0.281
H: -7.603 -5.441 0.759  0.385
H: -6.833 -6.990 1.381  0.286
H: -4.893 -6.601 0.185  0.199
H: -6.031 -6.014 -0.910  0.180
H: 7.792 -0.950 -0.530  0.400
H: 7.314 -2.580 0.036  0.067
H: 7.630 -3.576 -1.960  0.253
H: 6.677 -2.339 -2.943  0.359
H: 8.715 -1.172 -3.421  0.245
H: 9.512 -2.794 -2.969  0.300
H: 9.439 -1.458 -1.785  0.326
C: -6.633 0.683 -3.742  -0.686
N: -6.326 2.127 -3.898  0.923
O: -5.608 2.449 -4.817  -0.542
O: -6.820 2.883 -3.087  -0.489
H: -6.128 0.133 -4.530  0.307
H: -6.271 0.375 -2.763  0.206
H: -7.711 0.567 -3.819  0.290
C: -6.380 6.076 -4.110  -0.759
N: -5.846 7.389 -3.668  0.934
O: -5.400 7.464 -2.541  -0.549
O: -5.894 8.299 -4.470  -0.536
H: -6.273 5.364 -3.298  0.314
H: -7.427 6.217 -4.365  0.306
H: -5.801 5.762 -4.976  0.285
C: -8.140 -6.958 7.063  -0.710
N: -7.528 -6.853 5.714  0.798
O: -7.017 -7.849 5.251  -0.521
O: -7.583 -5.770 5.169  -0.502
H: -8.016 -7.975 7.423  0.307
H: -7.627 -6.253 7.711  0.284
H: -9.194 -6.708 6.964  0.284
C: 5.339 2.408 -1.252  -0.597
N: 6.248 3.491 -1.706  0.933
O: 7.106 3.202 -2.517  -0.544
O: 6.072 4.592 -1.235  -0.562
H: 5.614 1.487 -1.753  0.244
H: 5.457 2.311 -0.175  0.192
H: 4.324 2.702 -1.512  0.305
C: 9.102 4.626 -4.037  -0.674
N: 10.375 4.575 -4.803  0.872
O: 11.410 4.567 -4.172  -0.528
O: 10.287 4.544 -6.012  -0.528
H: 9.333 4.649 -2.978  0.301
H: 8.576 5.528 -4.338  0.290
H: 8.533 3.737 -4.288  0.285
C: -1.808 8.134 -4.563  -0.726
N: -2.268 6.782 -4.970  0.881
O: -1.724 5.826 -4.460  -0.523
O: -3.161 6.733 -5.788  -0.510
H: -1.013 8.025 -3.832  0.307
H: -1.447 8.639 -5.456  0.294
H: -2.662 8.654 -4.133  0.277